C9H12N3O | the ωB97M-V functional and the def2-TZVPD basis

Each line ends with the natural charge from an NBO analysis.
CARTESIAN COORDINATES (ANGSTROEM)
C -1.27 0.46 -3.14  -0.19
C -2.43 0.83 -2.36  -0.16
C -0.13 0.05 -2.49  -0.18
C -2.39 0.80 -1.02  -0.23
C -0.08 0.04 -1.06  0.07
C -1.22 0.39 -0.37  0.13
C -0.26 0.07 1.82  0.33
C 0.94 -1.23 0.56  0.48
C 3.10 -0.72 1.24  -0.28
N 1.09 -0.33 -0.44  -0.62
N -1.26 0.49 1.05  -0.56
N -0.25 0.14 3.15  -0.77
O 1.96 -1.58 1.30  -0.45
H -1.31 0.41 -4.28  0.24
H -3.38 1.26 -2.84  0.24
H 0.65 -0.23 -3.07  0.23
H -3.24 1.13 -0.57  0.22
H 0.15 -2.01 0.25  0.25
H 3.08 0.21 0.54  0.19
H 3.92 -1.27 0.89  0.23
H 3.24 -0.39 2.33  0.21
H 1.65 0.50 -0.34  0.41
H -2.10 0.73 1.47  0.39
H 0.61 0.03 3.71  0.43
H -1.09 0.22 3.67  0.39

Values from the calculation:
ΔE to the lowest compared entry with this formula, charge and spin ... 311.1 kJ/mol
Lowest unoccupied orbital energy ... -3.400 eV
E ... -589.327522 a.u.
Net charge ... +1